Entry 1:
ORCA calculation (the ωB97M-V functional and the def2-TZVPD basis) on 2 unconnected molecules or ions with the total composition C5H6N.

Each line ends with the natural charge from an NBO analysis.
Atoms and positions in Å:
1 N -0.9005 0.3223 -1.0941  -0.1773
2 C 0.1452 -0.5454 2.4072  -0.2786
3 C -0.0478 -1.6703 2.7733  -0.1818
4 C 0.2531 0.3363 -1.7432  -0.1454
5 C -2.0529 0.1450 -0.9571  0.4712
6 C 1.3580 0.8877 -1.2269  -0.1859
7 H 2.3309 1.0914 -1.6579  0.2535
8 H -3.0715 0.3589 -0.8374  0.2924
9 H 0.2824 0.0203 -2.6986  0.2578
10 H -0.3692 -2.5660 3.2368  0.2468
11 H 1.5550 1.2871 -0.1729  0.2333
12 H 0.5174 0.3326 1.9709  0.2140

Calculated values
net charge: +1
E_LUMO: -5.960 eV
2S+1: 1

Entry 2:
ORCA calculation (the ωB97M-V functional and the def2-TZVPD basis) on a gas-phase ion, C5H6N (charge +1).

Each line ends with the natural charge from an NBO analysis.
Atoms and positions in Å:
1 N -0.1951 0.7918 1.2945  -0.1255
2 C 0.0058 -1.2653 0.1358  -0.4039
3 C -0.4796 -0.3709 -1.0694  -0.4348
4 C 0.8080 -0.0190 0.6289  -0.0703
5 C 0.1936 0.8376 -0.4487  0.1961
6 C -0.1689 1.8772 0.3706  0.1629
7 H 0.1723 -0.6565 -1.9244  0.2841
8 H 1.8122 0.1044 0.9553  0.2814
9 H -0.3437 2.9582 0.5445  0.3038
10 H 0.5475 -2.2386 -0.0799  0.2653
11 H -1.6240 -0.4486 -1.2500  0.2808
12 H -0.7280 -1.5703 0.8426  0.2601

Calculated values
net charge: +1
E_LUMO: -5.969 eV
structure (SMILES): C1=[N+]2[C@H]3CC[C@]132
2S+1: 1

Calculated energy relative to the best compared isomer or geometry (same formula, charge and spin) in order - 130.4, 125.4 kcal per mole
Calculated highest occupied orbital energy in order - -13.89, -16.63 eV